{"formula": "C42H41BBrFN6O16", "method": "ωB97M-V/def2-TZVPD", "species": ["C", "C", "C", "C", "C", "N", "C", "Br", "B", "O", "O", "O", "C", "O", "C", "F", "O", "C", "C", "O", "C", "C", "H", "H", "H", "H", "H", "H", "H", "H", "H", "H", "H", "H", "H", "H", "H", "H", "C", "C", "C", "C", "C", "C", "N", "O", "O", "H", "H", "H", "H", "H", "C", "C", "C", "C", "C", "C", "N", "O", "O", "H", "H", "H", "H", "H", "C", "C", "C", "C", "C", "C", "N", "O", "O", "H", "H", "H", "H", "H", "C", "C", "C", "C", "C", "C", "N", "O", "O", "H", "H", "H", "H", "H", "C", "C", "C", "C", "C", "C", "N", "O", "O", "H", "H", "H", "H", "H"], "coordinates": [[0.082555, -4.176353, 1.948409], [-0.225868, -4.447972, 0.806480], [-0.482269, -4.803346, -0.708606], [0.084191, -6.314109, -0.737736], [0.356436, -6.855474, -2.193903], [-0.631805, -7.313080, -2.890613], [0.254740, -3.751419, -1.624396], [2.226441, -4.008174, -1.887565], [0.180713, -2.157853, -1.269954], [-0.617154, -1.571741, -0.285528], [1.008035, -1.266815, -2.051176], [-0.366580, -3.781854, -2.962024], [-1.657857, -4.321107, -2.749832], [-2.470810, -4.561262, -3.599494], [-2.005677, -4.681551, -1.230615], [-2.603794, -5.957869, -1.054689], [-2.607205, -3.728856, -0.404486], [-3.821315, -3.173758, -0.972006], [-5.063241, -3.389323, 0.029803], [-5.870360, -4.458951, -0.546035], [-7.251816, -4.077723, -0.628985], [-8.021499, -5.019128, -1.660733], [0.381779, -4.288809, 3.021077], [1.097834, -6.273476, -0.218448], [-0.545809, -7.012424, -0.117500], [1.417573, -6.858502, -2.606780], [-0.208299, -7.600053, -3.785837], [-0.463769, -0.609572, -0.216265], [0.857005, -1.424368, -3.005974], [-4.141357, -3.629527, -1.949500], [-3.652920, -2.047814, -1.038022], [-5.643295, -2.429043, 0.137601], [-4.672095, -3.800682, 1.008896], [-7.429432, -3.005707, -0.971461], [-7.748352, -4.212610, 0.378561], [-8.971570, -4.525067, -2.044406], [-7.388306, -5.260777, -2.563733], [-8.280349, -5.999574, -1.150594], [-11.905154, -1.440286, -5.081822], [-11.568317, -2.160797, -3.941763], [-10.466347, -1.787587, -3.183973], [-9.711588, -0.688082, -3.575374], [-10.037048, 0.033032, -4.717707], [-11.138908, -0.347960, -5.471996], [-8.561872, -0.275788, -2.763813], [-8.293913, -0.943968, -1.777352], [-7.941866, 0.711739, -3.117404], [-12.769957, -1.730939, -5.668794], [-12.167778, -3.012736, -3.642075], [-10.213045, -2.356099, -2.297425], [-9.448872, 0.887648, -5.029225], [-11.403636, 0.209061, -6.363267], [5.141643, 0.825499, 2.376021], [3.955507, 1.408697, 1.945376], [3.352964, 0.975080, 0.771716], [3.945253, -0.047086, 0.038962], [5.134756, -0.630243, 0.458499], [5.732986, -0.189076, 1.632235], [3.299712, -0.524972, -1.188284], [2.268291, 0.018537, -1.539285], [3.831736, -1.448321, -1.791554], [5.606896, 1.163070, 3.296800], [3.498979, 2.200769, 2.528234], [2.428986, 1.437276, 0.446180], [5.602756, -1.423667, -0.111450], [6.659461, -0.639108, 1.970051], [6.525331, 7.451904, 1.946001], [7.511633, 6.728282, 2.606699], [7.163258, 5.649661, 3.408022], [5.823433, 5.302072, 3.536682], [4.830596, 6.024925, 2.885535], [5.186945, 7.104024, 2.088199], [5.453383, 4.148816, 4.361418], [6.347032, 3.547755, 4.933777], [4.269789, 3.850767, 4.426389], [6.801330, 8.290837, 1.316135], [8.553677, 7.004259, 2.493909], [7.939887, 5.092948, 3.918055], [3.784897, 5.760828, 2.986694], [4.421490, 7.672953, 1.573504], [2.760120, 2.784981, 8.850790], [2.220968, 3.496117, 9.917041], [2.274325, 4.883745, 9.925099], [2.866354, 5.548460, 8.857470], [3.414060, 4.844708, 7.791933], [3.359414, 3.457520, 7.792082], [2.902654, 7.014929, 8.849773], [2.429471, 7.599798, 9.809858], [3.400582, 7.565836, 7.881698], [2.711996, 1.701162, 8.844522], [1.755819, 2.967638, 10.741319], [1.851174, 5.427745, 10.760654], [3.880755, 5.358116, 6.960045], [3.781233, 2.899379, 6.963967], [3.911462, -0.227574, -5.629101], [3.370805, 0.483074, -4.563610], [3.426928, 1.870359, -4.553422], [4.023305, 2.535970, -5.618232], [4.572805, 1.832892, -6.683750], [4.515291, 0.445213, -6.685552], [4.062371, 4.002352, -5.622997], [3.587449, 4.586523, -4.662678], [4.563961, 4.554356, -6.588244], [3.861093, -1.311406, -5.636483], [2.902775, -0.045028, -3.742075], [3.002225, 2.413493, -3.717787], [5.042782, 2.346942, -7.513352], [4.938153, -0.113113, -7.512891]], "forces_ev_per_angstrom": [[0.140, -1.249, 0.443], [-0.447, 0.383, -1.397], [0.755, -0.408, 2.257], [1.485, 0.217, -0.731], [-1.125, -0.405, 0.214], [2.076, 0.583, 0.391], [0.129, 0.670, 0.181], [-1.092, -0.629, 0.242], [0.340, 1.930, 0.037], [1.188, -0.662, -0.883], [-5.828, -4.767, -0.706], [-2.034, -1.486, 1.646], [-1.934, -0.793, -0.536], [1.545, 0.799, 0.262], [3.137, -0.618, 2.282], [0.329, 2.194, -0.961], [-0.365, -1.040, -2.388], [-1.626, 1.302, 1.104], [1.106, -1.077, -0.703], [-0.721, 1.664, 0.163], [-1.451, -0.448, -0.696], [0.255, -0.200, 0.318], [-0.511, 0.599, -1.736], [-1.297, 0.088, -0.641], [0.322, 0.924, -0.976], [-1.239, 0.191, 0.795], [-0.566, -0.046, 0.142], [-0.050, -0.612, -0.291], [0.439, -0.130, 0.559], [0.672, 0.462, 0.937], [-0.060, -1.456, -0.247], [0.542, -1.067, -0.016], [-0.368, 0.907, -0.885], [0.683, -1.210, 0.503], [0.500, 0.300, -0.875], [1.126, -0.581, 0.672], [-0.527, 0.381, 1.027], [0.221, 1.147, -0.729], [-0.010, -0.001, -0.012], [0.065, 0.151, -0.099], [-0.009, -0.125, 0.138], [-0.542, -0.198, -0.347], [0.062, 0.170, -0.106], [-0.006, -0.142, 0.156], [0.355, 0.161, 0.189], [-0.107, 0.215, -0.309], [-0.209, -0.343, 0.105], [0.083, 0.020, 0.048], [0.087, 0.067, 0.006], [0.118, 0.195, -0.051], [0.053, -0.116, 0.198], [0.064, -0.023, 0.086], [0.046, 0.020, 0.055], [0.072, -0.093, -0.063], [-0.098, 0.067, 0.003], [0.107, -0.083, 0.750], [0.124, -0.139, -0.024], [-0.170, 0.144, -0.038], [-0.045, 0.421, 0.153], [4.286, 3.483, 1.056], [0.131, 0.490, -0.189], [-0.049, -0.014, -0.066], [0.028, -0.070, -0.055], [0.098, -0.156, -0.120], [-0.219, 0.084, -0.069], [-0.079, 0.015, -0.067], [-0.001, 0.003, -0.002], [-0.199, -0.004, -0.016], [0.193, -0.077, 0.065], [0.154, 0.511, -0.386], [-0.215, -0.016, -0.029], [0.176, -0.061, 0.058], [0.038, -0.195, 0.164], [-0.347, 0.143, -0.174], [0.313, 0.040, 0.025], [-0.028, -0.072, 0.063], [-0.085, -0.058, 0.044], [-0.218, -0.060, 0.016], [0.162, -0.111, 0.104], [0.036, -0.081, 0.069], [-0.005, 0.023, 0.018], [0.094, 0.039, -0.174], [-0.100, 0.032, 0.168], [-0.029, -0.667, -0.001], [0.087, 0.031, -0.166], [-0.070, -0.040, 0.139], [0.012, 0.453, 0.019], [0.155, -0.218, -0.306], [-0.143, -0.202, 0.295], [0.015, 0.095, 0.002], [0.036, 0.092, -0.049], [0.091, 0.118, -0.184], [-0.110, 0.107, 0.160], [-0.018, 0.129, 0.025], [0.022, 0.018, -0.040], [0.053, -0.021, -0.194], [-0.088, 0.047, 0.139], [-0.028, -0.661, 0.010], [0.093, 0.030, -0.184], [-0.097, 0.042, 0.183], [0.020, 0.429, 0.003], [0.158, -0.206, -0.299], [-0.147, -0.193, 0.307], [0.014, 0.092, 0.028], [0.066, 0.100, -0.060], [0.076, 0.096, -0.169], [-0.102, 0.123, 0.176], [-0.021, 0.094, 0.050]], "e_tot_ha": -5855.564907, "homo_energy_ev": -9.456, "gap_ev": 8.507, "smiles": "[H]/N=C/C[C@@]1(C#C)[C@](Br)(B(O)O)OC(=O)[C@]1(F)OCCOCC.O=[N+]([O-])c1ccccc1.O=[N+]([O-])c1ccccc1.O=[N+]([O-])c1ccccc1.O=[N+]([O-])c1ccccc1.O=[N+]([O-])c1ccccc1"}

=====

{"formula": "C42H41Cl3N6O2S2Sn", "method": "ωB97M-V/def2-TZVPD", "species": ["Sn", "C", "N", "C", "C", "C", "C", "C", "C", "N", "C", "C", "C", "C", "C", "C", "N", "C", "C", "C", "C", "C", "N", "H", "H", "H", "H", "H", "H", "H", "H", "H", "H", "H", "H", "H", "H", "H", "H", "H", "H", "C", "C", "C", "C", "C", "C", "C", "S", "C", "O", "H", "H", "H", "H", "H", "H", "H", "H", "H", "H", "Cl", "C", "C", "C", "C", "C", "C", "N", "C", "C", "N", "C", "O", "C", "C", "C", "Cl", "S", "C", "C", "C", "Cl", "C", "H", "H", "H", "H", "H", "H", "H", "H", "H", "H", "H", "H", "H"], "coordinates": [[0.717876, 1.966768, 1.036495], [3.527292, 3.697067, 0.617984], [3.288693, 2.298028, 1.151431], [3.842934, 1.290575, 0.194057], [3.136781, 1.319488, -1.119694], [3.661000, 0.647554, -2.195694], [2.960197, 0.630889, -3.433580], [1.738862, 1.309273, -3.529878], [1.245342, 1.895968, -2.335005], [1.925601, 1.902337, -1.186990], [3.753931, 2.076004, 2.520419], [2.856535, 1.238375, 3.358753], [3.431490, 0.516591, 4.405174], [2.613156, -0.080339, 5.367469], [1.224658, 0.093876, 5.248712], [0.741610, 0.780207, 4.160585], [1.555642, 1.301506, 3.212266], [2.563404, 4.687720, 1.171266], [2.843565, 6.046837, 1.165293], [1.830202, 6.952014, 1.565406], [0.552656, 6.466760, 1.884630], [0.346507, 5.081234, 1.866329], [1.328293, 4.238062, 1.492139], [4.581560, 4.033301, 0.849572], [3.376079, 3.646064, -0.477941], [4.928115, 1.519626, -0.029673], [3.796026, 0.269437, 0.633543], [4.585320, 0.128336, -2.113517], [3.369788, 0.096093, -4.274929], [1.120859, 1.364787, -4.419091], [0.227234, 2.354705, -2.298713], [4.802383, 1.677176, 2.574915], [3.817936, 3.067050, 3.048631], [4.497355, 0.460090, 4.465736], [3.021721, -0.610626, 6.223267], [0.503593, -0.304182, 5.996850], [-0.332225, 0.864655, 3.982033], [3.878234, 6.359034, 1.038671], [2.062410, 8.000052, 1.521737], [-0.239899, 7.124634, 2.231158], [-0.613407, 4.621700, 2.074326], [-8.673509, 1.308459, 2.141212], [-7.270272, 1.495917, 1.641759], [-6.884597, 0.984081, 0.420176], [-5.639267, 1.236610, -0.135246], [-4.734977, 2.004677, 0.569307], [-5.051712, 2.407660, 1.858137], [-6.319211, 2.200367, 2.378435], [-3.181797, 2.260371, -0.202833], [-3.402310, 3.966857, -0.742315], [-2.055921, 2.268939, 0.823984], [-9.094912, 0.317322, 1.918325], [-9.322637, 2.055807, 1.671553], [-8.755522, 1.473555, 3.196877], [-7.589165, 0.403194, -0.140484], [-5.308214, 0.811473, -1.070030], [-4.254556, 2.867965, 2.440149], [-6.452867, 2.597966, 3.369676], [-3.583770, 4.597835, 0.120529], [-4.242499, 3.969325, -1.427080], [-2.452365, 4.214382, -1.214922], [-3.492553, -2.517865, -6.694457], [-2.459466, -3.078107, -5.426664], [-1.153050, -2.592812, -5.291091], [-0.386045, -2.965747, -4.199830], [-0.887304, -3.770998, -3.156961], [-0.060945, -3.992404, -1.945178], [-0.899897, -3.753193, -0.675351], [-0.232855, -2.759612, 0.186934], [0.876843, -3.019621, 1.002147], [1.199674, -1.829406, 1.616740], [0.398057, -0.802960, 1.131760], [-0.460910, -1.401395, 0.305030], [0.427713, -5.349745, -1.837651], [1.651588, -5.620101, -2.563362], [2.813619, -5.818076, -1.633986], [4.041474, -5.168563, -1.704385], [4.568409, -4.110354, -2.901433], [5.047849, -5.569116, -0.403256], [3.905903, -6.730162, 0.177068], [2.759795, -6.741616, -0.518908], [-2.144195, -4.352940, -3.368608], [-2.775671, -5.609088, -2.380430], [-2.950891, -3.956785, -4.463051], [-0.833260, -1.903631, -6.060864], [0.698999, -2.733208, -4.261171], [0.816354, -3.314154, -2.004221], [-1.043504, -4.677803, -0.163529], [-1.834147, -3.323298, -1.018714], [1.334040, -4.033111, 1.016033], [2.011279, -1.639367, 2.280819], [-1.305201, -0.920536, -0.176696], [1.910306, -4.804040, -3.246045], [1.474055, -6.578537, -3.073571], [4.268589, -7.352108, 0.992598], [1.895729, -7.365038, -0.277951], [-3.979612, -4.316037, -4.523120]], "forces_ev_per_angstrom": [[0.595, 0.175, 0.419], [1.121, -0.932, 0.427], [-0.480, -0.115, -1.112], [1.161, 0.639, 0.616], [-0.904, -0.403, -0.407], [-1.014, 0.145, -1.622], [-0.243, 0.593, 1.076], [-0.026, 0.124, 1.502], [-0.242, -0.162, -0.775], [0.025, -0.179, -0.045], [1.222, 1.138, 0.195], [0.894, -0.760, 1.029], [-0.760, -0.293, 0.453], [-0.264, 0.533, -0.302], [-0.221, -0.345, 0.710], [-0.012, -0.264, -0.733], [-1.301, 0.431, -0.161], [-1.264, 0.566, -0.094], [-0.470, 0.132, 1.265], [0.208, -1.200, -0.756], [0.440, -0.439, 0.355], [0.972, 0.676, -0.586], [0.043, -0.070, -0.043], [-0.952, -0.431, -0.399], [0.311, 0.158, 0.622], [-0.874, -0.302, 0.482], [-0.060, 0.664, -0.098], [0.681, -0.242, 0.068], [0.074, 0.015, -0.148], [0.298, -0.110, -0.019], [0.995, -0.332, -0.131], [-0.828, 0.260, -0.288], [-0.133, -0.690, -0.541], [0.463, -0.076, 0.147], [0.043, 0.018, -0.236], [0.785, 0.316, -0.639], [0.312, 0.076, 0.032], [-0.324, 0.200, -0.354], [-0.135, 0.320, 0.291], [0.159, -0.046, -0.227], [0.011, 0.108, 0.157], [0.633, -0.372, -0.307], [-1.981, 0.257, 1.628], [1.243, -0.567, -2.671], [-1.277, -0.850, -0.227], [0.126, -0.185, -0.187], [-0.225, 0.406, 1.694], [2.458, 0.988, 0.350], [1.595, 0.169, 0.743], [0.083, -0.347, 0.095], [-1.661, 0.136, -0.731], [0.217, 0.284, -0.237], [-0.047, 0.053, -0.245], [0.098, 0.175, 0.608], [-0.271, -0.272, -0.211], [-0.402, -0.093, -0.268], [-0.366, 0.115, 0.080], [-0.646, -0.097, 0.175], [-0.046, 0.054, 0.120], [-0.019, 0.233, -0.265], [-0.183, 0.104, -0.159], [0.300, -0.186, 0.213], [0.046, 0.091, 1.031], [-0.741, -0.102, -0.377], [0.533, -0.079, -0.283], [-0.118, -0.132, -1.551], [0.549, -0.739, 0.173], [0.845, 1.697, -0.598], [0.867, 1.038, 1.071], [-0.405, -0.201, -0.255], [-0.221, -0.337, -1.386], [-0.430, -1.217, -0.262], [0.259, -0.911, 0.185], [1.240, -0.001, -0.160], [-0.811, 0.110, 0.307], [-2.369, -2.043, 1.433], [1.365, 0.777, -0.035], [-0.338, -0.359, 0.364], [1.123, 0.113, 0.052], [1.671, 0.081, 0.824], [-1.552, 0.951, -1.992], [-0.411, 0.803, -1.182], [-0.018, 0.007, 0.419], [0.199, -0.164, 0.337], [0.479, -0.141, 0.051], [-0.844, 0.250, 0.555], [-0.481, -0.129, 0.286], [-0.199, -0.461, 0.493], [-0.262, -0.043, 0.484], [-0.558, 1.038, 0.248], [0.283, 0.085, 0.402], [0.232, -0.065, -0.043], [-0.331, -0.334, -0.271], [0.214, 0.382, -0.289], [-0.457, 0.017, -0.018], [0.304, 0.212, -0.252], [0.403, -0.098, -0.086]], "total_charge": 4, "e_tot_ha": -4493.904391, "homo_energy_ev": [-16.452, -16.454], "gap_ev": [3.764, 2.912]}